{
  "formula": "C34H41Cl5LuN4Si",
  "method": "the ωB97M-V functional and the def2-TZVPD basis",
  "species": ["Cl", "C", "C", "C", "C", "C", "C", "H", "C", "H", "C", "C", "H", "H", "C", "H", "C", "H", "H", "C", "N", "H", "C", "C", "C", "H", "C", "C", "C", "C", "C", "C", "H", "Cl", "Cl", "H", "H", "H", "N", "H", "C", "N", "C", "H", "C", "C", "H", "C", "H", "H", "C", "H", "H", "H", "H", "H", "H", "H", "C", "H", "H", "H", "H", "Si", "H", "H", "C", "C", "C", "C", "N", "H", "H", "C", "H", "H", "H", "H", "Lu", "H", "C", "H", "Cl", "Cl", "H", "H"],
  "xyz": [[-2.494, 4.586, -3.288], [-0.920, 4.075, -2.836], [3.472, 2.321, 2.538], [-3.150, -2.258, 0.968], [3.185, -1.075, -1.043], [2.790, -0.758, -2.455], [-1.448, 1.203, 3.195], [4.176, -0.939, 3.106], [0.474, 2.491, -1.563], [-2.262, 3.223, 3.294], [-0.733, 2.997, -1.988], [-1.862, 0.807, 4.622], [-0.252, -2.550, 0.403], [-1.445, -1.964, 3.778], [-0.676, -2.629, -1.687], [3.118, -2.258, 1.396], [-1.655, -0.907, -2.876], [4.810, 1.339, 3.905], [-4.374, 0.098, 3.165], [-0.028, 1.783, 3.259], [-0.940, -1.322, -1.820], [2.045, 2.947, 1.064], [2.768, -0.175, 1.689], [-1.103, -3.544, -2.637], [3.599, -1.068, -3.532], [-0.880, -4.596, -2.497], [-1.827, -3.110, -3.734], [-2.117, -1.761, -3.853], [1.479, 4.253, -2.931], [2.538, 2.114, 1.549], [0.215, 4.718, -3.310], [0.106, -3.076, -0.487], [-1.874, 0.149, -2.930], [3.211, 2.604, -1.704], [0.057, 6.059, -4.361], [-2.856, 0.356, 4.671], [-3.408, -0.085, -0.477], [3.963, -1.845, -1.018], [1.638, -0.110, -2.593], [4.528, -1.603, -3.374], [3.719, -0.052, 2.684], [2.017, -1.490, -0.252], [3.208, -0.667, -4.800], [-4.164, -2.582, 0.674], [1.600, -2.853, -0.657], [1.584, 3.156, -2.075], [-2.531, -2.293, 0.070], [4.069, 1.216, 3.121], [-2.173, -3.819, -4.479], [3.827, -0.889, -5.663], [2.337, -1.521, 1.188], [-1.153, 0.102, 5.076], [-1.879, 1.706, 5.259], [-2.697, -1.372, -4.679], [0.739, 1.031, 3.499], [-0.079, -4.134, -0.320], [-3.792, 1.134, 0.759], [1.444, -1.836, 1.729], [-3.208, -0.843, 1.563], [1.674, 0.369, -5.915], [-3.434, 2.029, 2.723], [3.604, -0.170, -0.607], [0.205, -1.379, 3.532], [-1.419, -0.268, 1.966], [-3.652, -1.454, 3.634], [-4.934, -0.172, 0.410], [-4.108, -0.903, 2.802], [-2.377, 2.317, 2.680], [1.267, 0.278, -3.817], [-3.864, 0.069, 0.513], [2.189, 0.893, 1.133], [0.245, 2.254, 2.307], [-2.156, 2.599, 1.643], [2.017, 0.025, -4.947], [0.339, 0.835, -3.886], [0.027, 2.569, 4.029], [1.883, -3.012, -1.696], [2.157, -3.582, -0.062], [0.158, 0.425, -0.342], [-0.484, -2.595, 2.438], [-0.712, -1.684, 3.008], [-2.767, -2.999, 1.685], [2.884, 5.028, -3.538], [-2.153, 2.136, -1.385], [3.722, 3.331, 2.840], [-5.049, -1.416, 2.547]],
  "forces_ev_per_a": [[-0.001, 0.044, -0.032], [-0.139, 0.026, -0.065], [0.140, 0.135, 0.130], [-0.193, -0.190, 0.118], [0.033, -0.109, 0.073], [-0.023, -0.052, 0.055], [-0.074, 0.215, 0.126], [-0.019, 0.068, -0.014], [0.325, -0.036, 0.371], [-0.017, -0.122, -0.066], [-0.189, -0.109, 0.141], [0.073, 0.100, 0.160], [-0.021, 0.008, -0.034], [0.200, -0.017, -0.095], [-0.088, 0.081, -0.016], [0.115, -0.043, 0.003], [0.098, -0.133, 0.102], [-0.084, -0.016, -0.093], [0.052, -0.213, -0.061], [-0.063, 0.131, 0.152], [0.096, 0.545, 0.311], [0.018, -0.019, -0.036], [0.014, 0.080, 0.058], [-0.061, -0.141, -0.055], [0.158, -0.024, -0.172], [-0.021, 0.067, -0.031], [-0.018, -0.137, -0.074], [-0.063, -0.055, -0.086], [0.046, -0.054, 0.030], [0.002, -0.031, -0.229], [0.122, 0.026, -0.023], [-0.082, -0.002, -0.014], [0.007, 0.046, 0.003], [-0.305, -0.064, 0.118], [0.031, 0.061, -0.043], [0.171, 0.102, -0.023], [-0.055, 0.012, 0.176], [0.043, -0.051, -0.020], [-0.433, 0.250, 0.153], [-0.037, 0.017, -0.031], [0.111, -0.015, 0.144], [-0.354, 0.156, 0.151], [0.160, -0.078, -0.058], [0.220, 0.054, 0.071], [0.076, 0.105, 0.022], [0.071, 0.113, -0.153], [-0.003, 0.002, -0.007], [0.122, -0.011, 0.138], [0.040, 0.076, 0.092], [-0.058, 0.017, 0.099], [0.019, 0.108, -0.166], [-0.130, 0.155, -0.128], [0.010, -0.147, -0.065], [0.020, -0.029, 0.020], [-0.175, 0.103, -0.026], [-0.048, -0.104, 0.003], [-0.038, -0.202, -0.023], [-0.054, -0.029, 0.010], [-0.178, -0.088, -0.122], [0.044, -0.036, 0.084], [0.205, 0.044, 0.024], [0.049, 0.061, 0.038], [-0.144, -0.057, -0.041], [-0.062, 0.152, -0.181], [-0.083, 0.065, -0.177], [0.180, 0.013, 0.005], [-0.226, 0.043, 0.076], [-0.076, 0.060, 0.191], [-0.026, 0.044, 0.149], [-0.145, -0.054, -0.077], [-0.673, -0.051, -0.408], [-0.153, -0.044, 0.141], [0.041, -0.040, 0.072], [-0.016, 0.025, -0.128], [0.012, -0.022, 0.014], [0.013, -0.110, -0.103], [-0.009, 0.024, -0.074], [0.055, -0.048, 0.001], [1.300, -0.699, -1.110], [-0.067, 0.129, 0.174], [0.121, -0.355, 0.303], [-0.082, 0.173, -0.142], [0.003, 0.101, -0.069], [0.050, 0.000, 0.216], [-0.005, -0.095, -0.007], [0.126, 0.096, 0.063]],
  "mulliken_charge": [-0.18, -0.62, -0.95, -2.16, -0.86, 0.02, 2.72, 0.54, -2.17, 0.50, 1.61, -1.83, -2.05, 0.44, -0.21, 0.71, -0.38, 0.45, 0.36, -1.84, 1.14, 0.43, 0.77, -1.10, -0.94, 0.58, -0.73, -1.00, -0.36, -0.72, 0.68, 1.14, 0.35, -0.21, -0.17, 0.31, -0.10, 0.44, 0.85, 0.53, -1.04, 0.91, -0.65, 0.56, -1.53, 1.21, 0.45, -0.77, 0.44, 0.44, -1.59, 0.31, 0.57, 0.53, 0.23, 0.97, 0.25, 0.09, 2.72, 0.51, 0.31, 0.43, 0.39, 0.03, 0.34, 0.50, -2.04, -1.78, -0.27, -1.40, 1.08, 0.16, 0.24, -1.12, 0.39, 0.66, 0.46, 0.50, 1.96, 0.47, -1.78, 0.30, -0.18, -0.31, 0.50, 0.53],
  "total_energy_ev": -145992.09220,
  "homo_ev": -9.7,
  "de_lowest_ev": 0.0000,
  "e_lumo_ev": -2.7,
  "charge": 1
}

=====

{
  "formula": "C17H22N4O5",
  "method": "the ωB97M-V functional and the def2-TZVPD basis",
  "species": ["C", "H", "H", "H", "H", "H", "N", "C", "O", "H", "H", "H", "C", "O", "N", "C", "O", "N", "C", "H", "C", "C", "H", "N", "O", "C", "C", "H", "C", "H", "H", "C", "C", "H", "H", "H", "C", "H", "H", "C", "H", "O", "H", "C", "C", "C", "H", "H"],
  "xyz": [[-3.253, 1.946, -1.588], [3.026, -4.016, -2.856], [0.129, 0.412, 3.530], [1.482, -3.688, -3.678], [-6.464, 0.215, -3.956], [0.027, -1.035, -0.902], [1.411, 0.504, 5.117], [2.078, 1.155, 2.924], [2.587, 1.951, 0.733], [1.850, -1.342, -3.393], [0.056, 0.050, -2.280], [3.976, 0.949, 7.201], [2.293, -1.535, -2.404], [1.747, -2.720, -1.862], [0.651, 0.818, 0.983], [1.139, 0.668, 3.828], [-4.968, 0.855, -2.766], [3.300, 1.483, 3.334], [0.510, -0.141, -1.302], [-4.837, -0.068, -4.620], [-5.465, -2.567, -2.724], [1.811, 1.347, 1.445], [-3.599, 2.925, -1.924], [-1.838, 1.953, -1.340], [-2.854, 0.278, -3.288], [2.634, 0.826, 5.527], [-5.457, -1.458, -3.172], [2.835, -0.407, 7.254], [2.004, -0.386, -1.462], [-1.227, 2.214, -2.096], [4.567, 1.588, 4.946], [3.569, 1.320, 4.617], [2.956, 0.640, 6.977], [-3.769, 1.712, -0.658], [3.376, -1.652, -2.544], [-5.465, -3.551, -2.321], [-3.632, 0.920, -2.637], [2.267, 1.221, 7.590], [0.693, 1.942, -0.741], [1.957, -3.831, -2.700], [1.514, -4.698, -2.214], [-1.983, 0.752, 0.576], [-0.024, 0.381, 1.590], [-1.309, 1.229, -0.320], [-5.451, -0.106, -3.721], [0.199, 1.040, -0.371], [2.496, 0.514, -1.839], [2.456, -0.603, -0.493]],
  "forces_ev_per_a": [[0.003, -0.016, -0.029], [-0.001, -0.001, 0.001], [0.000, 0.001, -0.001], [0.000, -0.001, 0.001], [0.001, -0.001, 0.000], [0.001, -0.004, -0.002], [-0.007, 0.003, 0.006], [0.036, -0.107, -0.026], [0.013, -0.019, -0.007], [0.000, -0.001, 0.001], [0.000, 0.001, -0.004], [-0.001, 0.000, 0.001], [0.002, -0.006, -0.001], [0.002, 0.001, 0.000], [0.048, -0.073, -0.028], [-0.017, 0.046, 0.000], [0.028, -0.002, -0.002], [0.009, -0.010, -0.003], [0.010, 0.013, 0.001], [0.000, 0.001, 0.000], [-0.007, -0.010, 0.017], [-0.087, 0.142, 0.039], [-0.004, -0.001, 0.011], [-0.016, 0.027, 0.008], [-0.023, 0.013, 0.031], [0.003, 0.002, 0.001], [0.009, 0.005, -0.021], [0.000, -0.001, 0.000], [-0.002, -0.001, -0.001], [0.002, -0.043, -0.022], [-0.002, 0.001, 0.003], [0.008, 0.005, 0.004], [0.002, -0.001, 0.000], [0.002, -0.006, 0.004], [0.000, 0.000, -0.001], [0.001, -0.002, -0.002], [-0.014, 0.008, -0.037], [0.001, 0.001, 0.000], [-0.017, 0.007, 0.001], [0.000, 0.003, 0.000], [0.001, -0.001, -0.001], [-0.008, -0.046, -0.046], [-0.004, 0.008, 0.005], [0.029, 0.114, 0.104], [-0.002, 0.002, 0.009], [0.003, -0.050, -0.012], [0.001, -0.002, -0.001], [0.001, 0.002, -0.001]],
  "mulliken_charge": [-0.88, 0.29, 0.42, 0.32, 0.30, 0.24, -0.62, 0.65, -0.65, 0.38, 0.27, 0.34, -0.78, -0.28, -0.07, -0.24, -0.33, -0.46, -0.61, 0.31, 0.11, 0.29, 0.40, -0.14, -0.54, 0.66, -0.36, 0.28, -0.48, 0.29, 0.33, -0.32, -1.13, 0.32, 0.47, 0.41, 0.74, 0.29, 0.59, -0.75, 0.24, -0.71, 0.26, 0.28, -0.54, -0.18, 0.35, 0.23],
  "smiles": "C#CCOC(=O)CNC(=O)[C@H](CCCOC)NC(=O)c1cnc(C)cn1",
  "total_energy_ev": -34182.68815,
  "homo_ev": -9.5,
  "de_lowest_ev": 2.2806,
  "e_lumo_ev": 0.4,
  "charge": 0
}